The following is a DFT calculation (wB97M-V/def2-TZVPD) of C40H60Br42F2O9 as an isolated structure in a non-equilibrium geometry.

Total energy: -110545.2518 Eh
HOMO level: -0.37099 hartree
Lowest unoccupied orbital energy: -0.614 eV
HOMO-LUMO gap: 0.3484 Ha

```
! RIJCOSX wB97M-V def2-TZVPD def2/J DEFGRID3
* xyz 0 1
C -0.48850 -4.13751 -1.44379
C 0.99351 -4.75726 -1.28733
O 1.99506 -3.96870 -1.98793
C 1.74240 -2.55865 -1.85620
O 1.45712 -1.90941 -2.88078
C 1.85809 -1.95236 -0.39199
C 2.06484 -0.35083 -0.36761
C 3.12623 -0.03704 0.79852
C 3.92331 1.36248 0.56941
C 4.96561 1.08420 -0.61352
C 6.03672 -0.06497 -0.31350
C 5.58106 -1.50178 -0.92319
F 5.60288 -2.44762 0.18487
C 4.70186 1.62756 1.96326
C 3.85248 2.44915 3.03395
C 4.82306 2.64005 4.32811
C 4.41508 3.88679 5.24090
O 5.57928 4.48261 5.88981
C 6.41799 3.50651 6.46894
O 6.06709 2.65594 7.30263
O 2.90185 2.33214 0.27138
C 3.41538 3.63837 -0.03890
C 3.58076 3.96046 -1.60296
C 2.68208 3.08173 -2.57864
C 1.11631 3.38142 -2.51880
F 3.11455 3.42586 -3.93519
C 2.30224 4.68721 0.52614
O 2.98524 5.77551 1.21117
O 1.45331 4.02879 1.47931
C 0.04533 4.26117 1.24186
C -0.56417 2.91671 0.57107
C -1.28791 1.94407 1.63954
C -2.37306 1.03092 0.86240
O -1.72117 0.25235 -0.21273
C -2.68654 -0.06176 -1.22081
C -2.35815 0.38645 -2.71998
O -3.76101 -0.65492 -0.97850
H -0.69790 -3.28023 -0.72880
H -1.24570 -4.97283 -1.21852
H -0.68795 -3.79766 -2.51407
H 1.01870 -5.80587 -1.75898
H 1.18719 -4.88770 -0.17247
H 0.91735 -2.19817 0.22514
H 2.71213 -2.50902 0.13193
H 2.33122 0.08624 -1.38044
H 1.05140 0.08089 -0.03324
H 2.49827 0.14957 1.75002
H 3.82034 -0.90064 1.05451
H 5.52375 2.05377 -0.87324
H 4.36007 0.73286 -1.52927
H 6.37389 -0.14615 0.76694
H 6.98098 0.21217 -0.91555
H 4.47727 -1.40349 -1.21241
H 6.24288 -1.83251 -1.78740
H 5.00726 0.58468 2.34143
H 5.66958 2.17856 1.72207
H 3.64149 3.52275 2.67859
H 2.91765 1.90825 3.38970
H 4.95081 1.66775 4.92070
H 5.86183 2.86405 3.87550
H 3.67466 3.58489 6.06687
H 3.92306 4.67219 4.58043
H 7.50720 3.47998 6.10019
H 4.38851 3.92091 0.47666
H 4.69931 3.82582 -1.84513
H 3.37164 5.07310 -1.75596
H 2.86238 1.95737 -2.49054
H 0.63051 2.53828 -1.93172
H 0.84046 4.42591 -2.16874
H 0.72301 3.29607 -3.59883
H 1.73094 5.14614 -0.35555
H 2.30403 6.33111 1.65549
H -0.43037 4.42397 2.28222
H -0.19466 5.17391 0.60770
H -1.25460 3.23567 -0.28078
H 0.35062 2.32677 0.19917
H -0.49255 1.19380 1.99763
H -1.76484 2.50879 2.49718
H -3.18930 1.65343 0.36220
H -2.83078 0.28675 1.60555
H -1.30532 0.84493 -2.78656
H -2.37251 -0.47290 -3.46377
H -3.06849 1.21127 -3.08058
C 5.27989 0.42140 10.05961
Br 6.95572 -0.36303 10.63957
Br 3.75486 -0.63103 10.63319
Br 5.12390 2.27313 10.60754
H 5.28312 0.41146 8.97127
C -1.03372 0.82816 5.85421
Br -1.06782 1.61879 7.62453
Br -2.81752 0.39496 5.22405
Br -0.06770 1.93621 4.58847
H -0.48924 -0.11035 5.93520
C -6.66254 -2.92822 -2.10784
Br -7.17744 -4.43124 -0.99632
Br -6.27200 -3.48088 -3.92596
Br -7.97975 -1.50689 -2.05254
H -5.74033 -2.52443 -1.69174
C -3.90107 5.82552 2.39658
Br -3.03179 6.73832 0.92344
Br -5.37041 4.71279 1.79581
Br -2.62554 4.82555 3.45990
H -4.32535 6.59144 3.04267
C -5.50106 2.07330 7.54328
Br -5.53779 2.86063 9.31470
Br -7.27996 1.64235 6.90505
Br -4.54167 3.18357 6.27827
H -4.95466 1.13498 7.62307
C 2.17873 8.23875 -1.44633
Br 2.43831 10.15614 -1.56467
Br 0.49895 7.79125 -0.58567
Br 2.35133 7.37817 -3.17508
H 2.97405 7.84706 -0.81388
C -9.44017 2.00398 3.25957
Br -8.01846 1.22518 2.19486
Br -8.87990 3.65376 4.11008
Br -11.06575 2.24013 2.22956
H -9.66685 1.29650 4.05467
C -9.67268 -6.48272 -3.34048
Br -10.19233 -7.98773 -2.23356
Br -9.27479 -7.02823 -5.15842
Br -10.98942 -5.06106 -3.28727
H -8.75264 -6.08060 -2.91996
C 3.19726 -2.28092 -5.68504
Br 5.00420 -2.41517 -4.99334
Br 2.84669 -0.53625 -6.45368
Br 2.79741 -3.71243 -6.93264
H 2.52208 -2.39782 -4.83789
C -5.57478 0.07098 -6.43579
Br -6.50015 1.64885 -7.07891
Br -3.87591 -0.18602 -7.33508
Br -5.37233 0.09010 -4.50824
H -6.19838 -0.78637 -6.68181
C 5.12345 -6.81407 -5.84666
Br 4.75745 -7.39906 -7.65855
Br 4.80988 -8.22717 -4.55523
Br 6.90424 -6.06736 -5.67569
H 4.41918 -6.01435 -5.62153
C 1.15010 -9.12450 -5.75867
Br 1.36356 -7.19807 -5.76214
Br -0.47898 -9.66679 -4.85718
Br 1.26632 -9.86501 -7.54654
H 1.98164 -9.53538 -5.18897
C -15.42541 -3.91700 -3.85960
Br -16.27931 -4.90284 -2.42490
Br -14.10424 -2.66684 -3.18691
Br -14.67913 -5.09958 -5.20241
H -16.20020 -3.32944 -4.34758
C 4.61982 -8.03659 -0.15547
Br 3.71733 -6.42788 -0.75256
Br 6.30132 -8.26747 -1.08796
Br 4.83840 -8.08618 1.77075
H 3.98435 -8.87749 -0.42545
*
```

Mulliken atomic charge list, values in e, 5 entries:
1 C -0.935
2 C -0.467
3 O -0.127
4 C 0.385
5 O -0.688


The following is a DFT calculation (wB97M-V/def2-TZVPD) of C40H60ClO24 as an isolated structure in a non-equilibrium geometry.

Energy relative to the best compared isomer or geometry (same formula, charge and spin): 1297.04 kcal/mol
Total energy: -3824.0703 Eh
HOMO level: -0.20411 hartree
Lowest unoccupied orbital energy: 1.669 eV
HOMO-LUMO gap: 0.2655 Ha

```
! RIJCOSX wB97M-V def2-TZVPD def2/J DEFGRID3
* xyz -1 1
Cl 5.89510 16.88004 -1.98899
O 6.26002 16.46280 -0.69938
O 6.65384 16.15776 -2.92878
O 4.48876 16.58343 -2.14248
O 6.24045 18.25585 -2.12772
O 3.92987 14.40140 -5.72337
C 4.42135 13.93246 -4.70252
O 5.09368 12.71877 -4.75850
C 5.97252 12.56854 -3.68759
C 5.48325 13.54553 -2.66049
C 4.76853 14.56931 -3.33864
H 7.02419 12.67247 -3.95457
H 5.74442 11.66614 -3.12035
H 6.19901 13.89700 -1.91735
H 4.93147 12.92854 -1.95130
H 5.42175 15.38431 -3.65035
H 3.83271 14.84535 -2.85271
O 10.38236 16.90693 -1.76833
C 9.58345 16.00280 -1.73978
O 9.21962 15.37777 -2.88923
C 8.19574 14.52919 -2.59553
C 8.35099 14.04063 -1.17755
C 8.97147 15.25042 -0.53175
H 8.18080 13.69657 -3.29882
H 7.28982 15.12387 -2.71276
H 8.94015 13.12357 -1.17424
H 7.41023 13.96305 -0.63252
H 9.68410 14.88938 0.20980
H 8.40409 15.98257 0.04283
O 8.45302 12.47060 -5.62203
C 7.82966 13.49393 -5.55434
O 7.74695 14.14057 -4.34295
C 7.32219 15.51838 -4.52076
C 7.13253 15.67480 -6.05092
C 7.11030 14.28367 -6.62125
H 7.97214 16.24027 -4.02624
H 6.35635 15.54382 -4.01616
H 8.01680 16.27474 -6.26596
H 6.19381 16.19393 -6.24431
H 7.66129 14.29510 -7.56166
H 6.11449 13.84672 -6.69580
O 4.77585 21.78520 -5.22132
C 5.44693 21.43142 -4.27088
O 6.58422 20.86997 -4.53804
C 7.18862 20.37471 -3.38589
C 6.01964 20.28165 -2.45017
C 5.25725 21.50806 -2.78366
H 7.92223 21.02140 -2.90451
H 7.52810 19.36477 -3.61578
H 6.40493 20.24467 -1.43121
H 5.40775 19.42060 -2.71904
H 5.57436 22.50393 -2.47417
H 4.17955 21.39804 -2.66301
O 3.69072 18.34325 -7.19807
C 4.56575 18.31077 -6.28593
O 4.93341 17.13827 -5.83169
C 5.73077 17.24383 -4.68454
C 5.50826 18.66359 -4.26254
C 5.17952 19.49849 -5.48197
H 6.79264 17.00835 -4.75578
H 5.17461 16.60206 -4.00122
H 6.41969 18.89577 -3.71164
H 4.85134 18.77786 -3.40027
H 6.11787 19.80928 -5.94134
H 4.46014 20.29283 -5.28288
O 8.66248 14.48117 1.57902
C 7.51932 14.75335 1.51598
O 6.83052 15.61087 2.30113
C 5.56203 15.89704 1.74167
C 5.17472 14.64859 0.95393
C 6.54355 14.34437 0.49817
H 5.44025 16.82113 1.17658
H 4.86190 16.02648 2.56699
H 4.39407 14.92299 0.24443
H 4.74733 13.98936 1.70949
H 6.88953 14.88378 -0.38355
H 6.63061 13.27998 0.27998
O 10.39014 17.55895 -5.50559
C 9.72676 17.90829 -4.54898
O 8.59026 17.27110 -4.19917
C 8.08147 17.84782 -3.00931
C 9.11694 18.83285 -2.48087
C 10.10751 18.96352 -3.60659
H 8.13740 16.97893 -2.35357
H 7.13914 18.36597 -3.18717
H 9.64975 18.51912 -1.58321
H 8.74677 19.85805 -2.47416
H 11.05153 18.62174 -3.18220
H 10.33524 19.97834 -3.93277
O 1.11129 14.03114 -5.02417
C 1.54498 15.08246 -4.58917
O 1.61823 15.13796 -3.20835
C 2.41433 16.18762 -2.77773
C 2.50680 17.05684 -3.95314
C 2.24549 16.30524 -5.28021
H 3.36373 15.94893 -2.29839
H 1.77930 16.84239 -2.18099
H 3.53598 17.37526 -4.11895
H 1.96115 17.98785 -4.10667
H 3.19684 15.93470 -5.66195
H 1.56006 16.69559 -6.03249
O 11.05918 18.00468 1.44540
C 9.86424 17.80462 1.25983
O 9.41373 17.41924 0.05965
C 8.10340 17.71858 -0.22387
C 7.54875 17.80174 1.16726
C 8.65243 17.98001 2.15526
H 7.59366 16.81055 -0.54597
H 8.02398 18.57703 -0.89086
H 6.84320 16.99349 1.35969
H 7.01129 18.74923 1.20595
H 8.61794 17.27597 2.98667
H 8.68032 18.99192 2.55942
O 0.50617 17.65933 -0.39706
C 1.48253 18.33383 -0.68228
O 2.73528 17.84058 -0.79106
C 3.67597 18.58662 -1.56023
C 2.71830 19.67518 -2.17423
C 1.50044 19.72822 -1.25741
H 4.23261 18.02156 -2.30787
H 4.42303 19.04045 -0.90906
H 2.49671 19.63881 -3.24085
H 3.23010 20.62796 -2.03860
H 0.63340 19.97143 -1.87161
H 1.60411 20.42276 -0.42378
*
```

Mulliken atomic charge list, values in e, 5 entries:
1 Cl 1.974
2 O -1.090
3 O -0.395
4 O -1.223
5 O -0.380


The following is a DFT calculation (wB97M-V/def2-TZVPD) of a 10-piece molecular cluster, C40H60F15N5O10 overall in a non-equilibrium geometry.

Energy relative to the best compared isomer or geometry (same formula, charge and spin): 0.00 kcal/mol
Total energy: -4084.3191 Eh
HOMO level: -0.40940 hartree
SMILES string: CCOC(=O)C(F)(F)F.CCOC(=O)C(F)(F)F.CCOC(=O)C(F)(F)F.CCOC(=O)C(F)(F)F.CCOC(=O)C(F)(F)F.CCCC#N.CCCC#N.CCCC#N.CCCC#N.CCCC#N
Lowest unoccupied orbital energy: 0.241 eV
HOMO-LUMO gap: 0.4183 Ha

```
! RIJCOSX wB97M-V def2-TZVPD def2/J DEFGRID3
* xyz 0 1
C -0.41268 -6.53814 -1.82253
C -0.29361 -5.23203 -1.12759
O 1.12655 -4.95831 -1.05394
C 1.43620 -3.74366 -1.49182
O 0.61527 -2.97071 -1.96347
C 2.89535 -3.42870 -1.28333
F 3.22587 -2.14641 -1.30660
F 3.25457 -3.82679 -0.06405
F 3.63054 -4.02859 -2.25391
H -1.29730 -7.10199 -1.48194
H 0.47962 -7.20046 -1.68958
H -0.54937 -6.38406 -2.91639
H -0.67401 -5.34112 -0.14954
H -0.85024 -4.41153 -1.60011
C -4.01177 -1.23538 3.79344
C -4.96156 -0.93148 2.65558
O -5.34480 -2.17525 2.00239
C -4.46216 -2.77842 1.28158
O -3.35910 -2.38608 1.02189
C -5.03562 -4.11787 0.83333
F -4.05533 -4.90690 0.20471
F -5.47549 -4.95463 1.80830
F -6.05310 -3.85970 0.01938
H -2.98842 -1.39289 3.41370
H -4.40016 -2.09888 4.36157
H -3.79769 -0.34881 4.36300
H -4.45257 -0.28125 1.93094
H -5.93913 -0.54832 2.91634
C 2.51965 2.30100 3.91814
C 1.21518 1.57275 3.66994
O 0.32833 2.33482 2.80001
C -0.22384 3.37041 3.40417
O 0.02379 3.80986 4.46902
C -1.26205 4.09629 2.45072
F -2.35489 3.28484 2.36481
F -1.62591 5.24251 2.93215
F -0.81947 4.23783 1.22388
H 3.16295 2.17869 3.01385
H 2.99173 1.75983 4.77159
H 2.39084 3.32815 4.30846
H 0.74115 1.45754 4.63596
H 1.35247 0.59652 3.21969
C 0.44961 -3.29462 1.93206
C -0.56613 -3.87671 2.98719
O -1.11308 -5.05528 2.35413
C -1.92298 -5.71388 3.15179
O -2.46861 -5.35843 4.15355
C -2.07402 -7.24420 2.65623
F -3.07468 -7.81862 3.28473
F -2.25674 -7.36176 1.32223
F -0.88138 -7.79503 2.95015
H 1.10345 -2.43036 2.20529
H -0.02949 -2.92534 1.00594
H 1.15274 -4.04477 1.74520
H -1.41227 -3.26318 3.33947
H -0.03453 -4.15685 3.89221
C -2.54488 4.07366 -6.65692
C -2.40377 2.96146 -5.58227
O -3.46938 3.02239 -4.60098
C -3.12541 3.48476 -3.42969
O -2.08223 3.87704 -3.01744
C -4.34675 3.43921 -2.43976
F -3.96317 3.62369 -1.18868
F -5.20725 4.36926 -2.79175
F -4.98585 2.27332 -2.46348
H -3.54361 4.06916 -7.06058
H -1.93659 3.75246 -7.50648
H -2.35900 5.07997 -6.30179
H -1.42880 3.08676 -5.04840
H -2.60718 1.98324 -6.05736
C 6.69042 -1.74215 2.35893
C 5.96909 -1.84952 3.73145
C 4.92417 -0.70740 3.89712
C 3.86749 -0.81809 2.85994
N 2.98931 -0.94053 2.12245
H 7.39928 -0.86341 2.42339
H 5.94270 -1.61550 1.52158
H 7.41544 -2.57258 2.06303
H 6.73035 -1.76249 4.49542
H 5.49813 -2.81723 3.75193
H 5.36680 0.24784 3.72055
H 4.50435 -0.74043 4.90037
C -4.19039 -1.21168 -2.66805
C -3.35898 -2.47345 -2.90971
C -2.12361 -2.28369 -3.77899
C -2.45124 -1.47447 -5.03882
N -2.64139 -0.81654 -5.98942
H -3.63276 -0.42038 -2.14318
H -5.08399 -1.50415 -2.08206
H -4.54654 -0.74783 -3.59458
H -3.91641 -3.31632 -3.29894
H -3.00333 -2.86822 -1.87353
H -1.72328 -3.22102 -4.12165
H -1.29087 -1.69976 -3.32668
C 1.80239 6.86684 0.07565
C 1.67093 8.34799 0.33323
C 2.74935 9.16478 -0.37346
C 4.06157 8.84680 0.17927
N 4.94577 8.45230 0.81248
H 0.94288 6.31704 0.55654
H 2.77179 6.45756 0.29036
H 1.53847 6.78154 -0.98821
H 1.69874 8.60409 1.37631
H 0.72151 8.66896 -0.02540
H 2.59589 10.22120 -0.34758
H 2.70265 8.88412 -1.47471
C 3.47923 0.82001 -3.20343
C 4.45385 1.20542 -2.08588
C 3.72296 1.39043 -0.72524
C 4.73446 1.66161 0.37954
N 5.52491 1.75920 1.20618
H 2.70951 1.54717 -3.17520
H 2.92836 -0.04680 -2.88706
H 3.82651 0.61060 -4.23857
H 4.96980 2.13336 -2.40337
H 5.18195 0.41695 -1.92753
H 3.23807 0.45286 -0.31696
H 2.97630 2.14934 -0.80965
C -0.17681 -0.42667 0.26268
C -1.02291 0.77905 -0.17694
C -0.29951 1.62903 -1.16176
C 0.00372 0.91367 -2.42046
N 0.16871 0.44973 -3.47619
H -0.87906 -1.04680 0.82586
H 0.66753 -0.08447 0.87691
H 0.23846 -1.01315 -0.57811
H -1.23047 1.35023 0.73941
H -2.07870 0.46663 -0.36790
H 0.63420 2.04500 -0.73574
H -0.86557 2.44328 -1.45393
*
```

Mulliken atomic charge list, values in e, 5 entries:
1 C -1.531
2 C 1.418
3 O -0.402
4 C 0.235
5 O -0.406


> The lowest total energy belongs to which entry?

C40H60Br42F2O9


> The lowest total energy belongs to which entry?

C40H60Br42F2O9